Version w
The ion C7H17N2O with charge +1, computed with wB97M-V/def2-TZVPD.

The geometry in XYZ format:
```
27
Properties=species:S:1:pos:R:3:lowdin_charge:R:1
C 0.1442 -1.3589 -1.9371 -0.120
N -0.2680 -1.4682 -0.5667 -0.031
C -0.1861 -0.2976 0.2192 -0.347
C -0.5476 -0.5984 1.8652 -0.039
O -1.4170 0.0660 2.3283 0.119
N -1.2825 0.7697 -0.0140 0.022
C -2.5049 0.4608 -0.7432 -0.021
C 1.1531 0.3740 0.0328 -0.344
C 2.1725 -0.5190 0.8429 -0.037
C 1.3354 1.7344 0.7040 -0.068
H 1.1271 -1.8428 -2.2228 0.110
H -0.4637 -1.9792 -2.7106 0.125
H 0.0084 -0.3907 -2.3152 0.058
H -0.9116 -2.2548 -0.5199 0.148
H -0.0639 -1.3284 2.3613 0.099
H -0.8141 1.6572 -0.3449 0.163
H -1.6018 0.9573 0.9552 0.112
H -2.3552 0.2913 -1.7279 0.040
H -3.0589 -0.5019 -0.4582 0.136
H -3.3102 1.3308 -0.6444 0.160
H 1.5874 0.5786 -0.9322 0.140
H 1.9030 -0.7537 1.9261 0.103
H 2.1883 -1.4260 0.2779 0.065
H 3.1578 0.0338 0.8069 0.114
H 2.2233 2.2256 0.4579 0.065
H 1.3978 1.8006 1.8413 0.118
H 0.3870 2.4393 0.5182 0.113
```

## Properties
LUMO (Eh): -0.130
Structure (SMILES): CN[C@](C=O)([NH2+]C)C(C)C
Total charge: +1
Orbital gap (eV): 10.002



Version x
The ion C7H17N2O with charge +1, computed with wB97M-V/def2-TZVPD.

The geometry in XYZ format:
```
27
Properties=species:S:1:pos:R:3:lowdin_charge:R:1
C -3.2800 -0.8568 0.1195 -0.015
N -1.9115 -0.4687 0.4881 -0.053
C -1.3892 0.6667 -0.2824 -0.122
C -0.0002 1.1049 0.1893 -0.295
C 0.4584 2.2342 -0.7442 -0.023
N 1.0286 0.0495 0.2432 -0.044
C 2.3157 0.5447 0.7153 -0.025
C 0.9370 -1.2213 -0.1595 -0.417
C 2.2023 -2.0232 -0.2536 0.028
O -0.1158 -1.8108 -0.4628 0.055
H -3.9822 -0.0342 0.2556 0.103
H -3.2905 -1.1658 -0.9244 0.109
H -3.5974 -1.6991 0.7299 0.105
H -1.8545 -0.2948 1.4920 0.178
H -1.1841 -1.2816 0.1344 0.080
H -2.0587 1.5271 -0.1949 0.146
H -1.3513 0.3656 -1.3315 0.150
H -0.0881 1.5012 1.2111 0.156
H 0.5897 1.8586 -1.7554 0.101
H 1.3909 2.6774 -0.4145 0.079
H -0.2912 3.0195 -0.7625 0.094
H 2.1655 1.4521 1.2940 0.102
H 2.7884 -0.1871 1.3651 0.096
H 2.9905 0.7618 -0.1135 0.112
H 1.9435 -2.9931 -0.6741 0.102
H 2.6439 -2.1857 0.7265 0.097
H 2.9402 -1.5412 -0.8908 0.101
```

## Properties
LUMO (Eh): -0.097
Structure (SMILES): C[NH2+]C[C@H](C)N(C)C(C)=O
Total charge: +1
Orbital gap (eV): 11.234



It is version x that is most stable; the runner-up trails by 0.1353 hartree.



Version w
The ion C4H13N2S with charge +1, computed with wB97M-V/def2-TZVPD.

The geometry in XYZ format:
```
20
Properties=species:S:1:pos:R:3:lowdin_charge:R:1
C 2.8364 -0.8200 0.1427 -0.063
N 1.2941 -0.8353 0.3030 -0.113
C 0.7245 0.2122 -0.4911 -0.244
C -0.8250 -0.0689 -0.5153 -0.372
N -1.5062 1.1830 -1.1753 0.167
C -1.4769 -0.3271 0.7590 -0.631
S -3.2003 -0.0689 1.0527 0.742
H 3.2917 -1.8362 0.0000 0.098
H 3.2211 -0.2060 -0.5732 0.026
H 3.2061 -0.2936 1.0743 0.101
H 1.1896 -0.6777 1.3131 0.103
H 1.0961 1.2163 -0.2107 0.128
H 1.0646 0.1382 -1.6510 0.175
H -1.0019 -0.8426 -1.2445 0.147
H -2.3690 0.7726 -1.6817 0.200
H -1.4722 2.0420 -0.4878 0.220
H -0.7828 1.4223 -1.8778 0.147
H -0.9932 0.4604 1.4844 0.107
H -0.9621 -1.2283 1.3900 0.155
H -3.3346 -0.2426 2.3891 -0.094
```

## Properties
LUMO (Eh): -0.138
Structure (SMILES): CNC[C@H]([NH3+])CS
Total charge: +1
Orbital gap (eV): 9.074



Version x
The ion C4H13N2S with charge +1, computed with wB97M-V/def2-TZVPD.

The geometry in XYZ format:
```
20
Properties=species:S:1:pos:R:3:lowdin_charge:R:1
C -0.9694 -1.9136 0.5888 -0.084
C -0.8687 -0.8364 -0.4734 -0.184
N -0.3908 0.4280 0.1888 -0.216
C -0.7974 1.5833 -0.5514 -0.047
C 1.1369 0.4062 0.4153 -0.640
N 1.6308 0.3510 -0.8315 0.060
S 1.6650 1.8923 1.4784 0.777
H -0.0812 -2.3762 1.0704 0.097
H -1.8084 -1.7459 1.2281 0.077
H -1.3206 -2.8747 0.0577 0.125
H -1.9526 -0.6221 -0.7984 0.158
H -0.1940 -1.0624 -1.3789 0.158
H -0.8253 0.2154 1.0752 0.153
H -0.4453 1.4118 -1.5623 0.102
H -1.9757 1.5677 -0.6080 0.152
H -0.4685 2.5509 -0.0612 0.104
H 1.1918 -0.4759 1.0628 0.116
H 2.2260 -0.3726 -1.1722 0.125
H 2.0177 1.1689 -1.1023 0.055
H 2.4983 1.3112 2.4375 -0.087
```

## Properties
LUMO (Eh): -0.106
Structure (SMILES): CC[N@H+](C)[C@@H](N)S
Total charge: +1
Orbital gap (eV): 10.846



Version y
The ion C4H13N2S with charge +1, computed with wB97M-V/def2-TZVPD.

The geometry in XYZ format:
```
20
Properties=species:S:1:pos:R:3:lowdin_charge:R:1
N -0.8653 0.9416 2.0695 0.018
C 0.4825 0.4205 1.9089 -0.216
C 0.4046 -0.8543 1.0672 -0.278
N -0.6446 -1.7108 1.7323 0.207
C -0.0388 -0.6425 -0.3714 -0.249
C 0.7604 0.4221 -1.1583 -0.573
S 0.0198 0.7108 -2.7772 0.761
H -1.2436 1.3184 1.2069 0.090
H -0.8861 1.6603 2.7879 0.102
H 1.1734 1.1279 1.4658 0.118
H 0.8399 0.1462 2.9015 0.131
H 1.3432 -1.4190 1.0583 0.164
H -0.3169 -2.4467 2.3579 0.176
H -1.2476 -1.0917 2.2980 0.147
H -1.2784 -2.1538 1.0646 0.169
H 0.0420 -1.5352 -0.9901 0.117
H -1.0897 -0.3570 -0.4415 0.104
H 0.7759 1.3842 -0.6683 0.055
H 1.8014 0.1102 -1.2465 0.089
H 0.7892 -0.1200 -3.4734 -0.134
```

## Properties
LUMO (Eh): -0.122
Structure (SMILES): NC[C@@H]([NH3+])CCS
Total charge: +1
Orbital gap (eV): 9.099



It is version y that is most stable; the runner-up trails by 0.0578 hartree.